# 1
Here is a molecular structure, C29H42N5P2S2V from the Open Molecules 2025 dataset. Energies are from wB97M-V/def2-TZVPD.

Computed properties:
* total energy: -3827.06802 a.u.
* F_max: 0.0099 hartree/bohr
* spin multiplicity: 4
* energy above the lowest of the compared OMol25 structures with the same formula, charge and spin: 0.331 eV
* ⟨S²⟩: 3.7625
* E_LUMO (spin up / spin down): -2.497 / -2.617 eV
* net charge: +1

```
81
Properties=species:S:1:pos:R:3:mulliken_charge:R:1
V -0.216 -0.491 0.356 0.63
N -0.199 -0.706 2.615 -0.41
C -1.405 -0.483 3.446 -0.68
C -2.029 0.887 3.215 -0.62
C -2.611 1.114 1.825 -0.63
N -1.562 1.219 0.802 -0.19
H 0.261 -1.561 2.915 0.23
H 0.469 0.035 2.822 0.12
H -1.157 -0.585 4.505 0.52
H -2.135 -1.259 3.208 0.27
H -1.302 1.673 3.449 0.15
H -2.837 1.000 3.940 0.44
H -3.235 2.011 1.841 0.42
H -3.262 0.276 1.567 0.30
H -0.937 2.002 0.973 -0.38
H -1.960 1.417 -0.114 0.29
C 0.938 3.454 1.948 -1.31
C 1.078 3.649 0.459 1.15
C 1.606 4.860 -0.041 -1.01
C 1.653 5.043 -1.390 -0.92
C 1.210 4.019 -2.257 1.02
C 1.256 4.177 -3.658 -0.85
C 0.858 3.148 -4.459 -0.79
C 0.433 1.934 -3.893 -0.63
C 0.372 1.725 -2.530 0.91
S -0.106 0.108 -2.012 -0.21
C 0.739 2.813 -1.673 -1.49
N 0.668 2.676 -0.319 0.50
H 1.578 4.139 2.502 0.49
H 1.195 2.429 2.222 -0.03
H -0.091 3.646 2.269 0.34
H 1.947 5.625 0.644 0.48
H 2.034 5.963 -1.815 0.43
H 1.612 5.112 -4.072 0.39
H 0.883 3.249 -5.536 0.39
H 0.153 1.117 -4.545 0.51
C 3.594 0.891 1.832 -1.47
P 2.571 0.117 0.519 1.40
C 3.285 0.936 -0.952 -1.68
C 3.405 -1.527 0.369 -1.15
C 2.718 -2.387 -0.695 -1.03
P 0.973 -2.662 -0.228 1.30
C 0.279 -3.569 -1.647 -1.30
C 1.133 -3.982 1.036 -1.55
H 4.656 0.806 1.599 0.49
H 3.409 0.419 2.799 0.37
H 3.342 1.948 1.914 0.36
H 4.360 0.746 -0.999 0.62
H 3.122 2.010 -0.890 0.33
H 2.803 0.571 -1.857 0.31
H 3.379 -2.022 1.345 0.36
H 4.458 -1.371 0.122 0.60
H 3.225 -3.345 -0.834 0.56
H 2.713 -1.872 -1.659 0.41
H 0.901 -4.423 -1.921 0.48
H 0.205 -2.882 -2.491 0.33
H -0.724 -3.924 -1.404 0.30
H 1.684 -4.839 0.647 0.47
H 0.146 -4.325 1.348 0.35
H 1.659 -3.605 1.916 0.40
S -5.829 -4.106 -0.705 -0.09
C -4.372 -3.119 -0.411 0.24
C -3.527 -3.388 0.660 -1.33
C -2.397 -2.615 0.822 -0.79
N -2.067 -1.603 0.007 1.46
C -2.896 -1.336 -1.009 -0.67
C -4.049 -2.065 -1.249 -0.96
C -4.976 -5.541 -1.356 0.32
C -4.699 -6.625 -0.539 -0.09
C -4.021 -7.705 -1.091 -0.42
N -3.627 -7.752 -2.359 -0.56
C -3.916 -6.712 -3.135 -0.45
C -4.592 -5.585 -2.686 -0.22
H -3.743 -4.193 1.349 0.40
H -1.708 -2.814 1.634 0.64
H -2.591 -0.531 -1.667 0.36
H -4.679 -1.818 -2.093 0.50
H -5.009 -6.636 0.497 0.44
H -3.788 -8.570 -0.482 0.37
H -3.597 -6.780 -4.168 0.38
H -4.811 -4.767 -3.359 0.40
```


# 2
Here is 3 unconnected molecules or ions with the total composition C29H43BrF4N3O5PS2 in a non-equilibrium geometry from the Open Molecules 2025 dataset. Energies are from wB97M-V/def2-TZVPD.

Computed properties:
* total energy: -5782.44867 a.u.
* F_max: 0.0250 hartree/bohr
* SMILES: CCCOCc1cc2c(cc1C(F)(F)C(F)F)N(Br)c1cc([PH2]=S)c(CCOC=O)cc1S2.COC[C@@H](C)N.COC[C@@H](C)N
* E_LUMO: 0.113 eV

```
88
Properties=species:S:1:pos:R:3:mulliken_charge:R:1
C 8.413 -2.132 -0.207 -0.87
C 8.470 -1.856 -1.712 -0.45
C 8.171 -0.405 -2.053 -0.69
O 6.991 0.108 -1.474 -0.11
C 5.832 -0.619 -1.765 -0.79
C 4.591 0.172 -1.435 1.16
C 3.486 -0.059 -2.248 -1.16
C 2.275 0.578 -2.036 0.72
C 2.125 1.469 -0.975 0.28
C 3.216 1.704 -0.154 -0.40
C 4.439 1.073 -0.373 -1.01
C 5.552 1.396 0.605 0.49
F 6.176 0.267 1.026 -0.27
F 5.002 1.953 1.744 -0.36
C 6.587 2.468 0.136 0.07
F 6.428 2.776 -1.176 -0.26
F 7.855 2.032 0.332 -0.27
N 0.851 2.088 -0.838 -0.43
Br 0.760 3.497 0.373 -0.09
C -0.247 1.184 -0.803 0.02
C -1.216 1.147 0.184 -0.85
C -2.276 0.246 0.103 0.51
P -3.418 0.318 1.514 0.47
S -2.529 0.683 3.222 -0.42
C -2.399 -0.655 -0.961 0.84
C -3.549 -1.636 -1.032 -0.51
C -4.237 -1.819 -2.371 -1.10
O -3.418 -2.374 -3.419 -0.37
C -2.875 -3.572 -3.166 0.13
O -3.302 -4.383 -2.394 -0.50
C -1.388 -0.642 -1.920 -0.40
C -0.342 0.265 -1.852 0.23
S 0.901 0.285 -3.102 -0.41
H 7.548 -1.667 0.262 0.07
H 8.347 -3.206 -0.031 0.34
H 9.305 -1.768 0.303 0.36
H 7.754 -2.516 -2.209 0.25
H 9.464 -2.115 -2.074 0.44
H 8.162 -0.243 -3.138 0.31
H 8.980 0.212 -1.655 0.40
H 5.804 -0.855 -2.836 0.51
H 5.789 -1.578 -1.233 0.33
H 3.564 -0.758 -3.071 0.44
H 3.133 2.378 0.682 0.61
H 6.450 3.375 0.725 0.32
H -1.166 1.798 1.046 0.24
H -4.388 1.277 1.191 -0.05
H -4.057 -0.922 1.590 -0.06
H -4.335 -1.309 -0.353 0.34
H -3.198 -2.581 -0.624 0.17
H -5.083 -2.492 -2.227 0.47
H -4.616 -0.868 -2.734 0.42
H -1.978 -3.745 -3.773 0.43
H -1.393 -1.329 -2.753 0.40
C -4.252 -3.065 3.842 -1.33
C -4.212 -4.240 2.868 0.14
C -3.254 -5.362 3.282 -0.70
O -1.888 -5.072 3.073 -0.38
C -1.266 -4.290 4.078 -0.59
N -3.914 -3.727 1.527 -0.43
H -3.380 -2.418 3.739 0.11
H -5.131 -2.449 3.649 0.32
H -4.303 -3.409 4.876 0.41
H -5.215 -4.678 2.839 0.39
H -3.462 -6.236 2.659 0.35
H -3.427 -5.657 4.326 0.42
H -1.671 -4.522 5.067 0.30
H -1.374 -3.219 3.887 0.19
H -0.205 -4.533 4.067 0.26
H -4.004 -4.472 0.841 0.25
H -2.923 -3.492 1.513 0.33
C -4.455 6.308 -1.069 -1.52
C -3.320 5.294 -1.171 0.29
C -3.713 3.875 -0.745 -0.38
O -3.821 3.683 0.654 -0.23
C -5.043 4.091 1.240 -0.89
N -2.162 5.798 -0.431 -0.70
H -4.626 6.619 -0.039 0.29
H -4.206 7.203 -1.638 0.39
H -5.388 5.902 -1.466 0.34
H -3.032 5.228 -2.225 0.42
H -2.917 3.195 -1.066 0.11
H -4.638 3.553 -1.243 0.42
H -5.885 3.926 0.560 0.41
H -5.020 5.141 1.537 0.25
H -5.188 3.490 2.138 0.27
H -1.363 5.191 -0.595 0.20
H -2.357 5.700 0.562 0.37
```


# 3
Here is a molecular structure, C29H43CdN7S4Se from the Open Molecules 2025 dataset. Energies are from wB97M-V/def2-TZVPD.

Computed properties:
* total energy: -5675.71543 a.u.
* F_max: 0.0032 hartree/bohr
* energy above the lowest of the compared OMol25 structures with the same formula, charge and spin: 0.007 eV
* E_LUMO: -5.243 eV
* net charge: +2

```
85
Properties=species:S:1:pos:R:3:mulliken_charge:R:1
Cd 0.030 0.072 0.144 1.69
C 2.629 2.020 1.702 -0.08
C 1.772 2.060 2.962 -1.14
S 0.031 1.605 2.744 0.14
C -0.762 3.194 2.391 -1.00
C -0.396 3.862 1.073 -0.66
S -0.809 2.786 -0.323 -0.04
C 0.289 3.429 -1.614 -0.80
C 0.562 2.390 -2.693 -1.05
S 1.423 0.888 -2.162 0.14
C 3.009 1.509 -1.543 -0.93
C 3.593 0.569 -0.494 -0.81
S 2.625 0.344 1.020 -0.05
H 3.656 2.288 1.952 0.55
H 2.256 2.717 0.953 -0.33
H 1.805 3.056 3.405 0.53
H 2.168 1.369 3.707 0.49
H -0.545 3.871 3.218 0.51
H -1.832 2.981 2.430 0.40
H 0.665 4.108 1.036 0.34
H -0.956 4.793 0.981 0.47
H 1.213 3.772 -1.145 0.38
H -0.181 4.295 -2.079 0.54
H 1.129 2.848 -3.503 0.56
H -0.373 2.021 -3.120 0.38
H 2.877 2.509 -1.136 0.35
H 3.710 1.583 -2.375 0.53
H 4.585 0.916 -0.205 0.59
H 3.719 -0.438 -0.897 0.35
N 1.734 -4.052 -1.199 0.25
C 1.661 -2.748 -1.473 -0.76
N 0.968 -2.144 -0.526 0.39
C 0.638 -3.162 0.317 -0.18
N 1.089 -4.336 -0.059 -0.67
C -0.167 -2.957 1.526 0.21
C -0.529 -4.026 2.342 -0.46
N -1.276 -3.852 3.423 -0.56
C -1.664 -2.611 3.693 -0.60
C -1.309 -1.540 2.884 -0.38
N -0.554 -1.709 1.799 0.47
H 2.185 -4.788 -1.721 0.21
H 2.096 -2.290 -2.348 0.51
H -0.202 -5.031 2.105 0.56
H -2.275 -2.458 4.573 0.40
H -1.638 -0.537 3.114 0.43
C -5.949 -0.838 -0.104 -1.39
C -5.631 -2.177 -0.759 0.38
C -4.963 -3.168 0.191 -0.67
C -3.515 -2.821 0.526 -1.36
N -2.631 -3.028 -0.623 1.88
C -2.144 -2.091 -1.455 -1.58
Se -2.268 -0.233 -1.216 -0.36
N -1.534 -2.704 -2.484 1.94
C -0.996 -2.041 -3.672 -0.74
C -2.064 -1.582 -4.656 -0.54
C -3.001 -2.679 -5.168 -0.67
C -4.194 -2.967 -4.260 -0.80
C -1.581 -4.081 -2.287 1.00
C -1.088 -5.146 -3.034 -1.18
C -1.298 -6.412 -2.522 -0.98
C -1.982 -6.616 -1.315 -1.07
C -2.488 -5.559 -0.584 -0.97
C -2.270 -4.285 -1.098 0.20
H -6.430 -0.162 -0.809 0.39
H -5.050 -0.338 0.260 0.21
H -6.628 -0.973 0.741 0.38
H -4.999 -2.024 -1.642 -0.45
H -6.553 -2.626 -1.131 0.46
H -4.995 -4.177 -0.227 0.31
H -5.517 -3.207 1.133 0.50
H -3.139 -3.449 1.335 0.26
H -3.411 -1.778 0.821 0.43
H -0.326 -2.760 -4.145 0.68
H -0.397 -1.196 -3.331 -0.51
H -1.525 -1.133 -5.494 0.52
H -2.648 -0.779 -4.198 0.27
H -2.433 -3.597 -5.354 0.26
H -3.381 -2.369 -6.142 0.45
H -3.904 -3.388 -3.294 -0.02
H -4.871 -3.681 -4.727 0.45
H -4.760 -2.053 -4.070 0.32
H -0.581 -5.002 -3.978 0.53
H -0.939 -7.271 -3.073 0.49
H -2.129 -7.626 -0.958 0.48
H -3.033 -5.721 0.336 0.57
```


# 4
Here is a molecular structure, C29H43Cl2EuF5N3O5Si in a non-equilibrium geometry from the Open Molecules 2025 dataset. Energies are from wB97M-V/def2-TZVPD.

Computed properties:
* total energy: -4091.05998 a.u.
* F_max: 0.0425 hartree/bohr
* spin multiplicity: 7
* energy above the lowest of the compared OMol25 structures with the same formula, charge and spin: 0.000 eV
* ⟨S²⟩: 12.0112
* E_LUMO (spin up / spin down): -0.981 / 0.246 eV

```
89
Properties=species:S:1:pos:R:3:mulliken_charge:R:1
C -3.777 2.678 -2.844 -1.31
C -2.967 3.231 -3.973 0.21
H -4.416 3.449 -2.405 0.39
H -3.126 2.275 -2.059 0.21
H -4.434 1.861 -3.186 0.26
C -3.258 4.352 -4.640 0.12
C -4.486 5.173 -4.432 -1.38
H -2.578 4.728 -5.412 0.30
H -4.751 5.278 -3.371 0.36
H -5.360 4.754 -4.954 0.26
H -4.321 6.176 -4.843 0.37
Eu 0.107 -1.323 2.702 1.12
Cl -1.676 -0.362 1.050 -0.58
C 1.462 -2.093 0.105 0.34
O 1.819 -1.445 1.122 -0.60
N 2.198 -2.105 -0.998 0.29
C 3.400 -1.289 -1.058 -0.87
C 1.843 -2.931 -2.134 -0.81
H 0.511 -2.664 0.084 0.32
H 3.654 -0.976 -0.042 0.24
H 3.232 -0.405 -1.689 0.12
H 4.203 -1.887 -1.495 0.44
H 0.966 -3.521 -1.850 0.28
H 2.673 -3.597 -2.388 0.33
H 1.606 -2.327 -3.016 0.25
H 4.899 -3.570 5.093 0.32
H 3.300 -5.311 6.466 0.31
C 4.278 -2.840 5.624 -0.98
C 2.722 -4.419 6.742 -0.83
N 2.930 -3.342 5.786 0.18
H 4.239 -1.906 5.061 0.28
C 1.938 -2.844 5.041 0.28
O 2.106 -2.070 4.074 -0.65
H 1.658 -4.677 6.763 0.21
H 0.927 -3.146 5.352 0.40
H 4.719 -2.679 6.610 0.33
H 3.045 -4.117 7.745 0.34
H -2.273 2.499 4.060 0.27
H -0.895 2.657 1.767 0.33
C -1.334 2.657 4.609 -0.90
C -0.147 3.075 2.457 -1.00
N -0.195 2.399 3.746 0.24
H -1.285 1.958 5.449 0.38
C 0.618 1.366 3.974 -0.34
O 1.300 0.799 3.088 -0.63
H 0.850 2.959 2.024 0.30
H 0.623 0.989 5.010 0.83
H -1.313 3.695 4.962 0.31
H -0.371 4.135 2.618 0.35
O -0.685 2.824 -3.406 -0.35
C -1.712 2.432 -4.305 0.18
C -0.421 3.479 -6.278 0.09
C -1.325 2.531 -5.785 0.03
H 0.074 4.148 -5.573 0.44
C -0.178 3.551 -7.658 -0.77
H -1.959 1.380 -4.112 0.52
C -1.989 1.680 -6.679 -0.44
H 0.548 4.283 -8.024 0.38
C -0.849 2.714 -8.548 -0.40
C -1.770 1.772 -8.056 -0.67
H -2.701 0.960 -6.263 0.36
H -0.662 2.783 -9.621 0.38
H -2.307 1.118 -8.742 0.39
Si 0.639 2.027 -2.753 -0.02
Cl -1.035 -0.828 5.218 -0.53
C 1.987 3.311 -2.573 -1.02
C 1.158 0.697 -3.962 -0.99
C 0.049 1.380 -1.122 -0.29
H 2.114 3.902 -3.491 0.28
H 2.947 2.826 -2.346 0.32
H 1.755 4.009 -1.758 0.32
H -0.303 2.210 -0.482 -0.05
H 0.850 0.840 -0.589 0.10
H -0.799 0.688 -1.256 0.25
H 1.293 1.103 -4.972 0.38
H 0.408 -0.100 -4.027 0.31
H 2.109 0.247 -3.655 0.44
F -1.372 -6.679 7.182 -0.34
C -1.218 -6.014 6.018 0.57
C -0.176 -6.362 5.151 0.14
F 0.637 -7.396 5.460 -0.35
C 0.037 -5.606 4.012 0.41
F 1.084 -5.880 3.200 -0.39
C -0.758 -4.463 3.706 0.13
O -0.436 -3.636 2.780 -0.75
C -1.905 -4.261 4.530 0.35
F -2.805 -3.338 4.144 -0.36
C -2.089 -4.971 5.702 0.26
F -3.098 -4.657 6.537 -0.31
```


# 5
Here is 6 unconnected molecules or ions with the total composition C29H43IN5O8PS in a non-equilibrium geometry from the Open Molecules 2025 dataset. Energies are from wB97M-V/def2-TZVPD.

Computed properties:
* total energy: -3043.69023 a.u.
* F_max: 0.0459 hartree/bohr
* SMILES: CCOCCO[C@@]1([C@H](I)CC)OS(=O)(=O)O[C@H]1P(O)O.c1cc[nH]c1.c1cc[nH]c1.c1cc[nH]c1.c1cc[nH]c1.c1cc[nH]c1
* E_LUMO: 0.155 eV

```
88
Properties=species:S:1:pos:R:3:mulliken_charge:R:1
C 4.073 -0.993 2.760 -1.08
C 3.916 0.242 1.894 -0.25
O 3.120 1.191 2.575 -0.40
C 2.317 1.999 1.732 -0.50
C 1.101 2.458 2.507 -0.68
O 0.049 1.513 2.698 -0.42
C -0.395 0.805 1.608 0.07
C 0.287 -0.585 1.664 0.98
I 0.407 -1.622 -0.208 0.18
C -0.249 -1.450 2.816 -0.74
C -1.313 -2.491 2.466 -1.16
O -1.815 0.514 1.952 -0.38
S -2.795 0.507 0.740 1.43
O -3.828 1.474 0.839 -0.76
O -3.295 -0.751 0.345 -0.52
O -1.680 0.854 -0.363 -0.49
C -0.587 1.527 0.281 -0.36
P -1.126 3.377 0.386 0.15
O -2.202 3.538 -0.815 -0.44
O -1.917 3.427 1.807 -0.45
H 4.092 -0.723 3.804 0.28
H 4.940 -1.570 2.474 0.40
H 3.211 -1.637 2.608 0.15
H 4.912 0.630 1.684 0.45
H 3.490 -0.075 0.943 0.20
H 2.887 2.900 1.504 0.64
H 2.104 1.509 0.788 0.22
H 1.459 2.698 3.497 0.51
H 0.764 3.406 2.094 0.24
H 1.313 -0.404 1.929 -0.52
H -0.544 -0.818 3.637 0.48
H 0.617 -1.993 3.175 0.45
H -2.029 -2.518 3.282 0.32
H -1.890 -2.256 1.587 0.19
H -0.905 -3.487 2.418 0.39
H 0.252 1.606 -0.388 0.79
H -3.052 3.090 -0.636 0.35
H -2.611 4.107 1.777 0.32
N -7.257 -2.678 2.748 0.03
C -6.889 -1.887 1.692 -0.91
C -6.120 -0.866 2.179 0.06
C -6.017 -1.049 3.585 -0.56
C -6.727 -2.176 3.905 -0.50
H -7.829 -3.499 2.684 0.18
H -7.205 -2.119 0.689 0.39
H -5.680 -0.077 1.596 0.49
H -5.483 -0.424 4.281 0.41
H -6.900 -2.660 4.850 0.40
N -2.498 -5.863 -0.805 0.04
C -1.560 -4.946 -1.191 -0.25
C -0.663 -5.580 -2.007 -0.62
C -1.081 -6.934 -2.120 -0.22
C -2.217 -7.077 -1.368 -0.79
H -3.275 -5.672 -0.200 0.19
H -1.612 -3.927 -0.852 0.25
H 0.196 -5.127 -2.472 0.37
H -0.602 -7.711 -2.692 0.61
H -2.845 -7.932 -1.187 0.39
N 0.665 6.498 -1.134 0.13
C 0.446 7.838 -0.981 -0.53
C 1.663 8.453 -0.857 -0.40
C 2.657 7.439 -0.943 -0.65
C 2.006 6.245 -1.115 -0.40
H -0.051 5.801 -1.240 0.17
H -0.553 8.238 -0.974 0.42
H 1.824 9.510 -0.722 0.40
H 3.726 7.570 -0.884 0.45
H 2.382 5.242 -1.223 0.46
N 0.932 -9.931 -1.710 0.11
C 1.116 -10.329 -3.005 -0.26
C 2.095 -11.286 -3.015 -0.57
C 2.515 -11.476 -1.671 -0.38
C 1.776 -10.626 -0.891 -0.53
H 0.275 -9.233 -1.408 0.17
H 0.539 -9.899 -3.805 0.33
H 2.469 -11.795 -3.888 0.38
H 3.270 -12.157 -1.318 0.39
H 1.780 -10.458 0.172 0.35
N 3.254 8.766 -3.766 0.05
C 4.458 9.409 -3.728 -0.32
C 4.738 9.860 -4.991 -0.59
C 3.656 9.475 -5.825 -0.59
C 2.757 8.803 -5.037 -0.37
H 2.803 8.329 -2.973 0.33
H 5.012 9.491 -2.808 0.33
H 5.620 10.406 -5.285 0.38
H 3.548 9.669 -6.879 0.39
H 1.809 8.351 -5.273 0.35
```